Record 1
The following is a DFT calculation (ωB97M-V with the def2-TZVPD basis set) of a structure of composition C23H39Cl2N5O3PV in a non-equilibrium geometry.

CARTESIAN COORDINATES (ANGSTROEM)
O1 1.255 -0.521 -3.476
C1 0.215 0.064 -3.768
C2 -0.031 1.489 -3.896
C3 0.432 2.532 -3.054
H1 0.610 2.402 -1.989
C4 0.522 3.795 -3.639
H2 1.020 4.614 -3.127
C5 0.022 3.995 -4.934
H3 0.204 4.953 -5.454
C6 -0.697 3.001 -5.621
H4 -1.086 3.137 -6.628
C7 -0.808 1.762 -5.024
H5 -1.402 0.950 -5.445
H6 -0.721 -0.549 -3.700
C8 -2.675 -1.089 -2.005
C9 -2.092 -0.053 -1.148
H7 -3.333 -0.637 -2.795
H8 -3.251 -1.843 -1.406
H9 -1.884 -1.633 -2.572
C10 -2.437 1.324 -1.151
C11 -3.857 1.619 -0.903
H10 -1.837 2.059 -1.669
H11 -4.408 1.988 -1.768
H12 -4.060 2.263 -0.040
H13 -4.321 0.648 -0.721
V1 -1.576 0.196 0.585
Cl1 -0.293 2.035 0.545
Cl2 -3.364 -0.642 1.642
H14 4.454 0.976 -2.597
H15 4.456 1.877 -0.059
C12 3.403 1.254 -2.425
C13 3.367 1.709 -0.020
N1 2.950 0.853 -1.111
H16 2.809 0.764 -3.207
C14 2.575 -0.424 -0.889
O2 2.042 -0.848 0.151
H17 3.097 1.266 0.939
H18 2.827 -1.087 -1.721
H19 3.303 2.339 -2.537
H20 2.872 2.684 -0.113
H21 -0.460 -5.570 0.697
H22 1.493 -5.578 -1.151
C15 -0.993 -5.043 -0.103
C16 0.843 -4.922 -1.744
N2 -0.084 -4.228 -0.883
H23 -1.791 -4.437 0.324
C17 -0.050 -2.899 -0.719
O3 -0.761 -2.330 0.137
H24 1.460 -4.219 -2.307
H25 0.628 -2.347 -1.383
H26 -1.421 -5.817 -0.743
H27 0.297 -5.561 -2.447
C18 1.265 -0.706 5.285
N3 1.546 0.569 4.596
C19 0.633 1.618 5.105
N4 -0.785 1.241 4.949
C20 -1.038 -0.047 5.620
N5 -0.145 -1.123 5.130
C21 -0.455 -1.524 3.765
P1 -0.234 -0.083 2.633
C22 1.476 0.445 3.145
C23 -1.212 1.225 3.553
H28 1.456 -0.546 6.358
H29 1.925 -1.484 4.874
H30 0.834 2.559 4.576
H31 0.841 1.745 6.176
H32 -2.083 -0.340 5.454
H33 -0.836 0.090 6.693
H34 0.225 -2.317 3.426
H35 -1.487 -1.888 3.677
H36 1.712 1.410 2.670
H37 2.181 -0.318 2.784
H38 -2.289 1.001 3.511
H39 -0.994 2.199 3.095

- E (eV) = -98095.822
- F_max (eV Å⁻¹) = 3.60
- ΔE to the lowest compared entry with this formula, charge and spin (kJ/mol) = 0.0
- expectation value of S² = 2.2771
- 2S+1 = 3

Record 2
The following is a DFT calculation (ωB97M-V with the def2-TZVPD basis set) of a cluster of 5 separate species, C23H39ClF2N2O14S in total.

CARTESIAN COORDINATES (ANGSTROEM)
C1 -5.365 -3.409 2.224
C2 -3.903 -3.349 2.725
C3 -2.916 -2.912 1.661
F1 -1.660 -3.351 1.980
C4 -2.870 -1.379 1.338
Cl1 -1.281 -0.919 0.662
C5 -3.847 -1.139 0.260
N1 -4.604 -0.978 -0.587
C6 -3.201 -0.349 2.471
C7 -4.625 -0.282 2.801
N2 -5.738 -0.241 3.064
S1 -2.246 -0.401 4.033
O1 -1.630 0.869 4.163
O2 -3.045 -0.950 5.064
F2 -1.137 -1.423 3.682
H1 -5.698 -4.445 2.161
H2 -5.499 -2.953 1.242
H3 -6.031 -2.908 2.925
H4 -3.830 -2.767 3.643
H5 -3.589 -4.362 2.985
H6 -3.185 -3.415 0.729
H7 -2.917 0.628 2.071
C8 1.249 2.251 3.790
C9 1.723 1.179 2.836
O3 2.912 1.559 2.121
C10 4.046 1.474 2.816
O4 4.158 1.084 3.950
O5 5.043 1.893 2.036
C11 6.325 1.909 2.672
H8 1.110 3.196 3.261
H9 0.297 1.943 4.220
H10 1.970 2.414 4.590
H11 0.982 1.009 2.055
H12 1.898 0.233 3.350
H13 6.555 0.937 3.103
H14 6.351 2.672 3.449
H15 7.046 2.150 1.897
C12 -7.773 -5.116 -5.822
C13 -7.922 -5.591 -4.394
O6 -6.650 -5.752 -3.743
C14 -6.068 -4.623 -3.344
O7 -6.517 -3.512 -3.452
O8 -4.892 -4.935 -2.794
C15 -4.128 -3.807 -2.361
H16 -7.120 -5.789 -6.379
H17 -8.748 -5.094 -6.309
H18 -7.346 -4.115 -5.859
H19 -8.372 -6.581 -4.362
H20 -8.545 -4.914 -3.809
H21 -4.703 -3.173 -1.691
H22 -3.790 -3.223 -3.216
H23 -3.264 -4.214 -1.839
C16 -5.131 2.505 -2.817
C17 -4.357 1.617 -3.765
O9 -3.174 2.266 -4.272
C18 -2.148 2.316 -3.427
O10 -2.126 1.859 -2.313
O11 -1.140 2.950 -4.026
C19 0.021 3.122 -3.209
H24 -5.370 3.455 -3.295
H25 -6.061 2.013 -2.529
H26 -4.556 2.710 -1.915
H27 -4.946 1.395 -4.652
H28 -4.081 0.674 -3.294
H29 0.355 2.168 -2.805
H30 -0.188 3.813 -2.393
H31 0.783 3.538 -3.860
C20 11.334 4.289 -1.399
C21 10.469 4.723 -0.236
O12 9.961 3.600 0.506
C22 10.832 3.017 1.327
O13 11.970 3.357 1.520
O14 10.220 1.986 1.913
C23 11.054 1.219 2.786
H32 10.787 3.598 -2.042
H33 11.624 5.158 -1.989
H34 12.237 3.791 -1.051
H35 9.580 5.241 -0.590
H36 11.007 5.389 0.438
H37 11.532 1.858 3.525
H38 11.812 0.686 2.213
H39 10.396 0.509 3.277

- E (eV) = -84920.367
- F_max (eV Å⁻¹) = 0.60
- SMILES = CC[C@H](F)[C@@](Cl)(C#N)[C@@H](C#N)S(=O)(=O)F.CCOC(=O)OC.CCOC(=O)OC.CCOC(=O)OC.CCOC(=O)OC

Record 3
The following is a DFT calculation (ωB97M-V with the def2-TZVPD basis set) of a cluster of 10 separate species, C23H39N7O9 in total in a non-equilibrium geometry.

CARTESIAN COORDINATES (ANGSTROEM)
C1 -23.334 -0.894 15.148
O1 -22.405 0.096 15.286
C2 -22.733 1.297 14.888
O2 -23.776 1.567 14.287
O3 -21.860 2.241 15.169
C3 -20.668 1.939 15.902
H1 -23.658 -0.869 14.092
H2 -24.205 -0.829 15.816
H3 -22.744 -1.805 15.278
H4 -20.298 2.909 16.297
H5 -19.943 1.655 15.142
H6 -20.803 1.245 16.731
C4 -17.279 -5.605 9.673
O4 -18.263 -6.259 10.510
C5 -17.862 -7.269 11.272
O5 -18.722 -7.880 11.912
O6 -16.511 -7.386 11.217
C6 -16.076 -8.169 12.344
H7 -17.822 -4.739 9.359
H8 -16.949 -6.167 8.829
H9 -16.407 -5.192 10.196
H10 -16.153 -7.643 13.299
H11 -15.022 -8.421 12.088
H12 -16.639 -9.130 12.338
C7 -14.152 -1.579 11.417
O7 -15.086 -0.728 10.672
C8 -16.220 -1.386 10.444
O8 -16.419 -2.576 10.689
O9 -17.146 -0.495 9.963
C9 -18.312 -1.140 9.412
H13 -14.599 -1.944 12.330
H14 -13.382 -0.843 11.678
H15 -13.824 -2.373 10.780
H16 -18.655 -0.350 8.674
H17 -19.107 -1.308 10.153
H18 -18.151 -2.088 8.932
C10 -19.720 -6.003 13.626
C11 -18.274 -5.763 13.473
N1 -17.139 -5.563 13.351
H19 -19.908 -6.949 14.199
H20 -20.102 -6.103 12.593
H21 -20.168 -5.146 14.208
C12 -19.481 -1.797 18.175
C13 -20.043 -2.682 17.156
N2 -20.445 -3.307 16.300
H22 -19.665 -0.784 17.847
H23 -18.370 -1.898 18.151
H24 -19.699 -2.144 19.176
C14 -16.803 2.466 11.373
C15 -17.893 1.699 11.977
N3 -18.741 1.115 12.441
H25 -17.166 3.403 10.942
H26 -16.314 1.881 10.597
H27 -16.028 2.641 12.089
C16 -22.080 1.261 11.032
C17 -22.123 -0.077 11.636
N4 -22.164 -1.152 12.034
H28 -22.460 1.252 9.982
H29 -21.022 1.555 11.011
H30 -22.663 1.943 11.620
C18 -22.148 -5.851 7.401
C19 -21.287 -4.987 6.585
N5 -20.611 -4.269 5.968
H31 -22.044 -6.932 7.188
H32 -23.186 -5.595 7.214
H33 -21.956 -5.610 8.462
C20 -15.822 -2.986 15.331
C21 -15.864 -2.188 16.585
N6 -15.901 -1.567 17.540
H34 -14.775 -3.062 15.042
H35 -16.451 -2.484 14.601
H36 -16.210 -3.999 15.558
C22 -19.508 -2.755 12.756
C23 -19.944 -3.286 11.481
N7 -20.409 -3.737 10.555
H37 -20.070 -2.991 13.660
H38 -19.364 -1.700 12.728
H39 -18.497 -3.137 13.025

- E (eV) = -53338.592
- F_max (eV Å⁻¹) = 3.30
- ΔE to the lowest compared entry with this formula, charge and spin (kJ/mol) = 0.0
- SMILES = COC(=O)OC.COC(=O)OC.COC(=O)OC.CC#N.CC#N.CC#N.CC#N.CC#N.CC#N.CC#N